Entry 1:
Here is C2H5OPS as an isolated structure at a distorted geometry from the OMol25 dataset. Energies are from ωB97M-V/def2-TZVPD.

## Properties
ΔE to the lowest compared entry with this formula, charge and spin in kJ/mol: 214.05

Last column: Löwdin charge in e.
Element x y z (Å)
C 0.11515 0.43939 -1.27900  -0.6612
C -0.52303 -0.88227 0.72802  -0.9049
O -0.00530 -1.00827 2.00790  -0.1991
P -0.56951 1.00616 0.39897  0.8485
S 0.50490 -1.37087 -0.73821  0.7070
H -0.57370 0.39821 -2.13449  0.0090
H 0.93127 1.13518 -1.66431  0.0441
H -1.67997 -1.55888 0.73415  0.1604
H -0.53186 -1.54278 2.64758  0.1080
H 0.62917 1.41737 0.78659  -0.1119


Entry 2:
Here is an isolated ion of composition C3H10NOS2 and charge +1 at a distorted geometry from the OMol25 dataset. Energies are from ωB97M-V/def2-TZVPD.

## Properties
ΔE to the lowest compared entry with this formula, charge and spin in kJ/mol: 229.70
Total charge: +1
Structure (SMILES): C[C@@](O)(S)[C@@H]([NH3+])S

Last column: Löwdin charge in e.
Element x y z (Å)
C 1.81563 0.42748 0.45793  -0.0036
C 0.34951 0.00829 -0.47844  -0.8701
O -0.05444 1.11971 -1.09092  -0.0807
S 1.14474 -1.08423 -1.83911  0.8529
C -0.59493 -0.52330 0.46179  -0.5714
N -1.34244 0.67536 1.07373  0.1771
S -1.79575 -1.64687 -0.43258  0.8147
H 2.39642 1.17521 0.11022  0.0272
H 2.36617 -0.54822 0.39199  0.0671
H 1.64464 0.66644 1.49595  0.0525
H -0.05828 0.92291 -2.07366  0.1218
H 0.15835 -1.97144 -1.60813  -0.1803
H -0.15691 -1.10331 1.26325  0.1286
H -2.24298 0.44116 1.55140  0.1823
H -0.64774 0.98979 1.86640  0.2063
H -1.22987 1.55137 0.52047  0.1690
H -1.75211 -1.10036 -1.67029  -0.0933


Entry 3:
Here is C56H49As2IrO2SSi as an isolated structure from the OMol25 dataset. Energies are from ωB97M-V/def2-TZVPD.

## Properties
Total charge: +2

Last column: Löwdin charge in e.
Element x y z (Å)
Ir 0.08947 -0.06060 -0.03945  0.8855
C 0.21598 -2.32101 -2.51074  -0.3465
C -1.13595 -2.71623 -1.92501  -0.3531
As -1.80081 -1.34758 -0.68922  1.2436
C -3.09190 -0.29158 -1.62002  -0.3735
C -3.03454 -0.15236 -3.00249  -0.1006
C -3.96080 0.65359 -3.64290  -0.0509
C -4.93667 1.31329 -2.90544  -0.0529
C -4.99677 1.15999 -1.52919  -0.0649
C -4.07115 0.35657 -0.87825  -0.1003
C -2.80023 -2.26597 0.65975  -0.3645
C -3.90453 -3.01472 0.25539  -0.0860
C -4.64026 -3.70975 1.20220  -0.0498
C -4.28446 -3.64440 2.54501  -0.0417
C -3.19803 -2.88099 2.94561  -0.0460
C -2.45103 -2.19318 2.00074  -0.1091
As 1.29829 -1.81541 -0.98127  1.2358
C 1.42665 -3.42022 0.04664  -0.3651
C 2.13985 -4.48208 -0.50754  -0.0921
C 2.19177 -5.69118 0.16674  -0.0478
C 1.53606 -5.83672 1.38410  -0.0462
C 0.82455 -4.77771 1.92897  -0.0519
C 0.76781 -3.56321 1.25934  -0.1231
C 3.04750 -1.28135 -1.51359  -0.3659
C 4.15749 -1.65025 -0.75998  -0.0923
C 5.41517 -1.22412 -1.16077  -0.0542
C 5.55418 -0.43814 -2.29701  -0.0406
C 4.44061 -0.07076 -3.04235  -0.0393
C 3.17833 -0.49092 -2.65306  -0.0815
H 0.15624 -1.44833 -3.16048  0.0572
H 0.69088 -3.15008 -3.03674  0.0968
H -1.89575 -2.89542 -2.68616  0.0899
H -1.04472 -3.62251 -1.32187  0.0782
H -2.26645 -0.65121 -3.58086  0.0983
H -3.92264 0.76840 -4.71805  0.1168
H -5.65457 1.94695 -3.40869  0.1178
H -5.76281 1.66904 -0.95959  0.1160
H -4.12671 0.22974 0.19733  0.1084
H -4.20061 -3.04952 -0.78725  0.1156
H -5.49544 -4.29580 0.89454  0.1173
H -4.86487 -4.18349 3.28129  0.1169
H -2.93728 -2.81256 3.99478  0.0815
H -1.61530 -1.57495 2.31036  0.0379
H 2.66002 -4.37128 -1.45291  0.1165
H 2.74340 -6.51972 -0.25593  0.1189
H 1.57860 -6.78291 1.90630  0.1182
H 0.30646 -4.89787 2.87123  0.1128
H 0.19196 -2.74267 1.66906  0.0252
H 4.04898 -2.26832 0.12371  0.1072
H 6.28692 -1.50811 -0.58700  0.1158
H 6.53825 -0.11207 -2.60562  0.1182
H 4.54861 0.54354 -3.92557  0.1046
H 2.31069 -0.18923 -3.23186  0.0901
O -0.26134 0.60116 -1.87898  -0.5275
Si 0.16512 2.14067 -2.29114  0.4946
C -1.33797 3.22012 -2.47563  -0.2316
C -1.62823 3.89442 -3.66288  -0.0764
C -2.71802 4.75099 -3.74793  -0.0662
C -3.52387 4.95751 -2.63843  -0.0702
C -3.24845 4.29890 -1.44711  -0.0827
C -2.16867 3.43453 -1.37328  -0.1087
C 1.18733 2.07191 -3.83603  -0.2573
C 2.40507 2.74348 -3.94888  -0.0876
C 3.15508 2.66239 -5.11469  -0.0830
C 2.69974 1.89959 -6.18051  -0.0671
C 1.48748 1.22751 -6.08777  -0.0665
C 0.73675 1.31956 -4.92600  -0.1069
C 1.14223 2.70300 -0.79325  -0.2164
C 1.79117 1.75287 0.00188  -0.2002
C 2.52665 2.11040 1.12692  -0.0705
C 2.63124 3.44785 1.46473  -0.0556
C 1.98171 4.41188 0.69743  -0.0365
C 1.23779 4.04274 -0.41327  -0.0575
H -0.99052 3.75980 -4.52910  0.1023
H -2.92666 5.27027 -4.67401  0.1107
H -4.36246 5.63875 -2.69822  0.1108
H -3.87310 4.46778 -0.57937  0.1083
H -1.95810 2.93579 -0.42934  0.1007
H 2.77762 3.33503 -3.11965  0.1068
H 4.09246 3.19748 -5.19387  0.1129
H 3.28386 1.83621 -7.08886  0.1122
H 1.12722 0.64412 -6.92493  0.1102
H -0.21641 0.80247 -4.86819  0.1013
H 1.88003 0.70104 -0.33608  0.0228
H 3.03531 1.35108 1.70897  0.1144
H 3.22235 3.74665 2.31974  0.1123
H 2.06034 5.45693 0.96758  0.1181
H 0.72887 4.80493 -0.99091  0.1182
O 0.38832 -0.02670 2.03944  -0.6708
S 0.61297 -0.86059 3.31175  1.0747
C -0.88138 -0.64937 4.24714  -0.4097
C -1.66759 0.48507 4.10389  -0.0638
C -2.80962 0.60013 4.87878  -0.0366
C -3.14465 -0.40147 5.78389  -0.0408
C -2.34844 -1.52952 5.91403  -0.0709
C -1.20944 -1.66569 5.13217  -0.0959
C 1.77305 0.04495 4.29470  -0.3823
C 1.68142 1.42302 4.44039  -0.0715
C 2.57662 2.05602 5.28359  -0.0470
C 3.53620 1.31726 5.96988  -0.0408
C 3.61630 -0.05742 5.81148  -0.0481
C 2.72913 -0.70651 4.96308  -0.0702
H -1.39945 1.25358 3.39076  0.1136
H -3.43988 1.47354 4.78213  0.1183
H -4.03498 -0.30028 6.38941  0.1199
H -2.61439 -2.30576 6.61815  0.1238
H -0.58379 -2.54651 5.21666  0.1242
H 0.93339 1.98780 3.90100  0.1140
H 2.52121 3.12788 5.41855  0.1186
H 4.22508 1.82080 6.63449  0.1196
H 4.36585 -0.62547 6.34454  0.1188
H 2.78197 -1.77915 4.82493  0.1137


no.,E_LUMO (eV),HOMO-LUMO gap (Ha)
1,0.26,0.33016
2,-3.77,0.35896
3,-6.01,0.26216